One molecule with the formula C11H23IOSi. Source: OMol25; level of theory: wB97M-V/def2-TZVPD.

Geometry (Å):
C: -2.3127 -2.3843 1.0217
C: -2.1746 -2.2367 -0.4641
C: -2.9062 -1.3600 -1.1307
I: -4.3755 -0.0541 -0.4246
C: -0.9341 -2.8403 -1.0661
C: 0.2767 -2.0760 -0.5894
O: 0.2173 -0.6849 -0.8768
Si: 1.3450 0.4550 -0.3099
C: 2.6842 -0.3645 0.6999
C: 2.1183 1.1596 -1.8454
C: 0.3284 1.8116 0.5703
C: 1.3080 2.6716 1.3404
C: -0.3946 2.5959 -0.5666
C: -0.6750 1.0782 1.4550
H: -3.2019 -2.9921 1.2899
H: -2.4277 -1.3852 1.4582
H: -1.4565 -2.8538 1.5095
H: -2.7757 -1.1439 -2.1846
H: -0.8871 -3.8855 -0.7361
H: -1.0109 -2.8104 -2.1654
H: 1.1294 -2.5165 -1.0416
H: 0.3567 -2.1093 0.4950
H: 2.1646 -0.7432 1.6010
H: 3.5000 0.3136 1.0270
H: 3.1245 -1.1970 0.1512
H: 1.3878 1.4279 -2.6049
H: 2.7202 0.3341 -2.2167
H: 2.7215 2.0412 -1.5812
H: 0.7342 3.4098 1.9513
H: 1.9087 2.0729 2.0061
H: 1.9977 3.1981 0.6483
H: -0.8491 1.8720 -1.2669
H: 0.3504 3.2161 -1.0660
H: -1.1951 3.2227 -0.1681
H: -1.5415 1.7353 1.7037
H: -0.1915 0.8269 2.3709
H: -1.0639 0.1952 1.0059

The value obtained for the gap between HOMO and LUMO is 9.35 eV. For the HOMO energy, the calculation gives -8.678 eV. The value obtained for the LUMO energy is 0.67 eV. The SMILES is C/C(=C\I)CCO[Si](C)(C)C(C)(C)C.

Atom charges from the Mulliken analysis, given in e for atoms 1 to 4: number 1, C, carries -1.316; number 2, C, carries 0.801; number 3, C, carries -0.817; number 4, I, carries 0.008